--- one ---
Below is C3H4NS as an isolated structure, with properties calculated with ωB97M-V/def2-TZVPD.

CARTESIAN COORDINATES (ANGSTROEM)
C: -2.20 -1.60 -0.58
C: -0.07 -0.60 -0.59
C: -0.57 0.21 0.65
N: -1.16 -1.35 -1.06
S: -2.07 -0.47 1.38
H: 0.30 0.06 -1.37
H: 0.73 -1.30 -0.31
H: 0.20 0.30 1.42
H: -0.84 1.23 0.34

## Properties
* HOMO energy (spin up / spin down): -16.567 / -15.821 eV
* spin multiplicity: 1
* orbital gap (spin up / spin down): 7.8 / 6.8 eV
* charge: +1

Atomic partial charges in e from the natural (NBO) method, atoms 1 to 2:
1 C 0.4421
2 C -0.2493

--- two ---
Below is an isolated ion of composition C3H4NS and charge +1, with properties calculated with ωB97M-V/def2-TZVPD.

CARTESIAN COORDINATES (ANGSTROEM)
C: -0.12 -2.12 -0.18
C: 0.42 1.25 0.74
C: -0.17 0.38 -0.59
N: -0.27 -1.00 -0.32
S: 0.02 2.80 0.70
H: -0.16 -3.19 0.09
H: 0.95 0.62 1.52
H: -1.17 0.77 -0.63
H: 0.50 0.49 -1.33

## Properties
* HOMO energy: -13.321 eV
* SMILES string: C#[N+]CC=S
* spin multiplicity: 1
* orbital gap: 8.4 eV
* charge: +1

Atomic partial charges in e from the natural (NBO) method, atoms 1 to 2:
1 C 0.4349
2 C -0.3303

Which structure is most stable, and how do the rest compare? From most to least stable: two, one.

--- one ---
Below is an isolated ion of composition C5H13N2 and charge +1, with properties calculated with ωB97M-V/def2-TZVPD.

CARTESIAN COORDINATES (ANGSTROEM)
C: -0.43 -0.35 0.29
C: -0.62 0.96 -0.28
C: 0.61 1.94 -0.17
C: -1.36 0.97 -1.59
C: 1.24 -2.38 0.55
N: -1.15 0.66 1.05
N: 0.78 -0.96 0.97
H: -1.02 -1.25 0.07
H: 0.22 2.65 -0.92
H: 1.45 1.28 -0.51
H: 0.68 2.14 0.97
H: -1.63 2.01 -1.89
H: -2.28 0.34 -1.53
H: -0.64 0.77 -2.46
H: 2.17 -2.26 -0.14
H: 1.54 -2.95 1.44
H: 0.42 -2.90 0.09
H: -2.07 0.64 1.21
H: 1.66 -0.33 0.84
H: 0.45 -0.96 2.00

## Properties
* HOMO energy: -14.125 eV
* SMILES string: C[NH2+][C@H]1NC1(C)C
* spin multiplicity: 1
* orbital gap: 10.8 eV
* charge: +1

Atomic partial charges in e from the natural (NBO) method, atoms 1 to 2:
1 C 0.0475
2 C 0.1244

--- two ---
Below is an isolated ion of composition C5H13N2 and charge +1, with properties calculated with ωB97M-V/def2-TZVPD.

CARTESIAN COORDINATES (ANGSTROEM)
C: 0.02 1.39 1.32
N: 1.08 0.80 2.11
C: -0.01 0.72 -0.18
N: 0.91 -0.46 -0.24
C: 0.49 -1.24 -1.39
C: -0.98 -1.02 -1.47
C: -1.35 -0.03 -0.27
H: 0.04 2.50 1.24
H: -0.95 1.20 1.75
H: 1.97 1.12 2.17
H: 0.72 0.53 3.01
H: 0.29 1.49 -0.78
H: 0.98 -1.11 0.69
H: 1.80 -0.16 -0.54
H: 0.69 -2.29 -1.17
H: 0.95 -0.86 -2.42
H: -1.31 -0.83 -2.58
H: -1.81 -1.80 -1.29
H: -2.05 0.67 -0.62
H: -1.48 -0.62 0.67

## Properties
* HOMO energy: -13.535 eV
* SMILES string: NC[C@@H]1CCC[NH2+]1
* spin multiplicity: 1
* orbital gap: 10.4 eV
* charge: +1

Atomic partial charges in e from the natural (NBO) method, atoms 1 to 2:
1 C -0.2153
2 N -0.8798

Which structure is most stable, and how do the rest compare? From most to least stable: two, one.

--- one ---
Below is a 2-piece molecular cluster, C5H13N2 overall, with properties calculated with ωB97M-V/def2-TZVPD.

CARTESIAN COORDINATES (ANGSTROEM)
C: -0.39 -0.37 1.27
C: -0.99 -1.58 1.91
C: 0.90 0.09 -1.55
C: 1.63 0.97 1.93
C: -0.12 1.05 -1.33
N: 0.57 0.39 1.61
N: -1.37 0.36 -1.17
H: -2.03 -1.42 2.23
H: -0.31 -1.76 2.76
H: -1.10 -2.40 1.27
H: 1.13 -0.61 -2.46
H: 1.90 0.46 -1.22
H: 0.92 -0.65 -0.81
H: -0.33 1.75 -2.12
H: 2.58 0.84 1.54
H: 1.54 1.70 2.66
H: 0.08 1.69 -0.34
H: -1.32 -0.28 -1.98
H: -2.13 0.94 -1.31
H: -1.10 -0.21 0.21

## Properties
* HOMO energy: -13.444 eV
* spin multiplicity: 1
* orbital gap: 9.4 eV
* charge: +1

Atomic partial charges in e from the natural (NBO) method, atoms 1 to 2:
1 C 0.1870
2 C -0.6818

--- two ---
Below is an isolated ion of composition C5H13N2 and charge +1, with properties calculated with ωB97M-V/def2-TZVPD.

CARTESIAN COORDINATES (ANGSTROEM)
C: 1.47 -1.06 -0.96
C: 0.53 -1.48 0.31
C: -0.88 -0.81 0.07
C: -0.65 0.73 -0.31
C: -0.84 1.73 0.54
N: -0.62 3.16 0.18
N: 0.72 -2.90 0.71
H: 0.83 -0.99 -1.88
H: 2.10 -1.96 -1.15
H: 2.01 -0.16 -0.78
H: 0.75 -1.01 1.25
H: -1.54 -0.87 0.93
H: -1.39 -1.16 -0.79
H: 0.11 0.97 -1.03
H: -1.33 1.69 1.54
H: -0.98 3.38 -0.77
H: 0.40 3.47 0.25
H: -1.16 3.83 0.87
H: 0.61 -3.47 -0.23
H: -0.12 -3.08 1.25

## Properties
* HOMO energy: -12.705 eV
* SMILES string: C[C@H](N)C/C=C/[NH3+]
* spin multiplicity: 1
* orbital gap: 8.7 eV
* charge: +1

Atomic partial charges in e from the natural (NBO) method, atoms 1 to 2:
1 C -0.6415
2 C -0.0347

--- three ---
Below is an isolated ion of composition C5H13N2 and charge +1, with properties calculated with ωB97M-V/def2-TZVPD.

CARTESIAN COORDINATES (ANGSTROEM)
C: 0.18 1.10 -1.69
C: -0.10 1.41 -0.23
C: -0.75 0.32 0.54
C: -1.83 0.37 1.29
C: 0.47 -1.77 1.53
N: -0.04 -0.98 0.38
N: 1.27 0.11 -1.70
H: 0.46 2.03 -2.18
H: -0.70 0.67 -2.16
H: 0.84 1.72 0.24
H: -0.69 2.31 -0.08
H: -2.21 -0.49 1.81
H: -2.40 1.28 1.40
H: 1.32 -1.27 1.98
H: 0.79 -2.73 1.14
H: -0.30 -1.90 2.28
H: -0.57 -1.60 -0.25
H: 1.38 -0.33 -2.61
H: 2.14 0.53 -1.40
H: 0.74 -0.77 -0.29

## Properties
* HOMO energy: -14.149 eV
* SMILES string: C=C(CCN)[NH2+]C
* spin multiplicity: 1
* orbital gap: 11.2 eV
* charge: +1

Atomic partial charges in e from the natural (NBO) method, atoms 1 to 2:
1 C -0.2212
2 C -0.4764

--- four ---
Below is a 2-piece molecular cluster, C5H13N2 overall, with properties calculated with ωB97M-V/def2-TZVPD.

CARTESIAN COORDINATES (ANGSTROEM)
C: 0.72 0.78 1.81
N: 1.34 0.48 0.49
C: 1.92 1.68 -0.18
H: 0.40 -0.17 2.24
H: 1.46 1.26 2.46
H: -0.12 1.44 1.65
H: 0.60 0.11 -0.15
H: 2.08 -0.22 0.64
H: 1.11 2.38 -0.38
H: 2.41 1.36 -1.11
H: 2.66 2.14 0.48
C: -1.07 -1.60 -0.94
C: -0.93 -2.26 0.24
C: -1.78 0.60 -0.86
N: -0.81 -0.23 -1.11
H: -1.39 -2.14 -1.89
H: -0.63 -1.73 1.14
H: -1.14 -3.30 0.34
H: -1.57 1.68 -0.93
H: -2.77 0.25 -0.52

## Properties
* HOMO energy: -13.286 eV
* spin multiplicity: 1
* orbital gap: 10.0 eV
* charge: +1

Atomic partial charges in e from the natural (NBO) method, atoms 1 to 2:
1 C -0.4198
2 N -0.5319

Which structure is most stable, and how do the rest compare? From most to least stable: three, four, two, one.

--- one ---
Below is a single C6H4O molecule, with properties calculated with ωB97M-V/def2-TZVPD.

CARTESIAN COORDINATES (ANGSTROEM)
C: 2.08 -0.19 -1.57
C: 1.06 -0.50 -0.67
C: -0.07 -0.65 -0.11
C: -0.89 -0.62 1.06
O: -0.75 -1.38 2.00
C: -1.97 0.39 1.01
C: -2.84 1.22 1.00
H: 3.03 -0.73 -1.55
H: 1.94 -0.18 0.04
H: 2.02 0.68 -2.22
H: -3.62 1.96 1.01

## Properties
* HOMO energy (spin up / spin down): -8.509 / -8.506 eV
* spin multiplicity: 1
* orbital gap (spin up / spin down): 7.6 / 7.6 eV

Atomic partial charges in e from the natural (NBO) method, atoms 1 to 2:
1 C -0.3543
2 C -0.3191

--- two ---
Below is a single C6H4O molecule, with properties calculated with ωB97M-V/def2-TZVPD.

CARTESIAN COORDINATES (ANGSTROEM)
C: -0.28 -0.60 -2.42
C: 0.05 -0.20 -1.06
C: 0.34 0.19 0.04
C: 0.67 0.81 1.30
O: 1.80 0.99 1.69
C: -0.55 1.12 2.12
C: -0.58 0.25 2.98
H: 0.37 -1.41 -2.76
H: -0.13 0.26 -3.08
H: -1.32 -0.91 -2.49
H: -0.37 -0.51 3.69

## Properties
* HOMO energy: -10.092 eV
* SMILES string: C#CC(=O)C#CC
* spin multiplicity: 1
* orbital gap: 10.2 eV

Atomic partial charges in e from the natural (NBO) method, atoms 1 to 2:
1 C -0.6977
2 C 0.1253

Which structure is most stable, and how do the rest compare? From most to least stable: two, one.

--- one ---
Below is a single C6H4O molecule, with properties calculated with ωB97M-V/def2-TZVPD.

CARTESIAN COORDINATES (ANGSTROEM)
C: -1.80 1.66 0.11
C: -1.43 1.19 1.30
C: -0.57 0.26 1.55
C: 0.31 -0.63 1.26
C: 0.85 -0.94 0.10
C: 1.78 -0.76 -0.98
O: 0.85 -1.90 -0.83
H: -2.45 2.50 -0.12
H: -1.36 1.13 -0.74
H: 2.82 -1.02 -0.84
H: 1.54 -0.09 -1.81

## Properties
* HOMO energy: -8.490 eV
* SMILES string: C=C=C=C=C1CO1
* spin multiplicity: 1
* orbital gap: 8.6 eV

Atomic partial charges in e from the natural (NBO) method, atoms 1 to 2:
1 C -0.3812
2 C -0.1356

--- two ---
Below is a single C6H4O molecule, with properties calculated with ωB97M-V/def2-TZVPD.

CARTESIAN COORDINATES (ANGSTROEM)
C: 2.93 0.69 0.37
C: 1.77 0.43 0.18
C: 0.42 0.07 -0.07
C: -0.74 0.36 0.51
C: -1.78 -0.43 -0.22
C: -1.05 -1.15 -1.33
O: 0.21 -0.84 -1.16
H: 3.96 0.93 0.55
H: -0.88 1.03 1.35
H: -2.63 0.14 -0.61
H: -2.22 -1.22 0.42

## Properties
* HOMO energy: -8.907 eV
* spin multiplicity: 1
* orbital gap: 9.4 eV

Atomic partial charges in e from the natural (NBO) method, atoms 1 to 2:
1 C -0.1463
2 C -0.0773

--- three ---
Below is a single C6H4O molecule, with properties calculated with ωB97M-V/def2-TZVPD.

CARTESIAN COORDINATES (ANGSTROEM)
C: -1.49 -0.56 -0.85
C: -0.97 0.63 -0.22
C: -0.42 1.56 0.32
C: 0.94 1.51 0.88
O: 1.58 2.38 1.41
C: 1.41 0.13 0.68
C: 1.73 -1.02 0.48
H: -2.48 -0.34 -1.27
H: -1.56 -1.38 -0.12
H: -0.81 -0.88 -1.65
H: 2.07 -2.02 0.35

## Properties
* HOMO energy: -10.083 eV
* SMILES string: C#CC(=O)C#CC
* spin multiplicity: 1
* orbital gap: 10.1 eV

Atomic partial charges in e from the natural (NBO) method, atoms 1 to 2:
1 C -0.7208
2 C 0.1953

Which structure is most stable, and how do the rest compare? From most to least stable: three, two, one.

--- one ---
Below is C6H4O as an isolated structure, with properties calculated with ωB97M-V/def2-TZVPD.

CARTESIAN COORDINATES (ANGSTROEM)
C: 3.16 -0.54 -0.12
C: 1.91 -0.35 -0.02
C: 0.51 -0.17 0.07
C: -0.24 0.91 0.45
C: -1.60 0.53 0.25
C: -1.57 -0.74 -0.23
O: -0.30 -1.18 -0.36
H: 2.70 0.37 -0.81
H: 0.14 1.85 0.82
H: -2.48 1.13 0.44
H: -2.34 -1.45 -0.50

## Properties
* HOMO energy: -9.419 eV
* spin multiplicity: 1
* orbital gap: 9.9 eV

Atomic partial charges in e from the Mulliken method, atoms 1 to 2:
1 C -0.9089
2 C 0.2961

--- two ---
Below is a single C6H4O molecule, with properties calculated with ωB97M-V/def2-TZVPD.

CARTESIAN COORDINATES (ANGSTROEM)
C: -0.32 -2.53 -2.49
C: -0.32 -1.86 -1.49
C: -0.37 -1.28 -0.25
C: -0.20 -0.58 0.74
C: 0.39 0.75 0.70
C: -0.02 1.90 1.49
O: 1.21 1.25 1.73
H: -0.38 -3.20 -3.32
H: 0.73 0.95 -0.31
H: -0.78 1.78 2.25
H: 0.06 2.83 0.95

## Properties
* HOMO energy: -9.481 eV
* SMILES string: C#CC#C[C@H]1CO1
* spin multiplicity: 1
* orbital gap: 9.1 eV

Atomic partial charges in e from the natural (NBO) method, atoms 1 to 2:
1 C -0.1148
2 C -0.1238

--- three ---
Below is a single C6H4O molecule, with properties calculated with ωB97M-V/def2-TZVPD.

CARTESIAN COORDINATES (ANGSTROEM)
C: 0.14 -1.77 -1.77
C: -0.13 -0.96 -0.58
C: -0.34 -0.31 0.41
C: -0.57 0.48 1.61
O: -1.22 0.08 2.55
C: 0.03 1.81 1.59
C: 0.54 2.90 1.56
H: -0.65 -1.62 -2.51
H: 0.17 -2.83 -1.51
H: 1.09 -1.49 -2.22
H: 0.98 3.87 1.54

## Properties
* HOMO energy: -10.228 eV
* SMILES string: C#CC(=O)C#CC
* spin multiplicity: 1
* orbital gap: 10.0 eV

Atomic partial charges in e from the natural (NBO) method, atoms 1 to 2:
1 C -0.6988
2 C 0.1290

--- four ---
Below is a 2-piece molecular cluster, C6H4O overall, with properties calculated with ωB97M-V/def2-TZVPD.

CARTESIAN COORDINATES (ANGSTROEM)
C: -3.21 0.22 0.95
C: -1.97 0.21 0.61
C: -0.62 0.37 0.48
C: 0.44 -0.38 1.01
C: 1.47 -0.31 0.08
C: 0.98 0.48 -0.96
O: -0.21 1.01 -0.64
H: -1.23 -0.84 -1.78
H: 0.40 -0.93 1.93
H: 2.46 -0.74 0.15
H: 1.50 0.91 -1.81

## Properties
* HOMO energy (spin up / spin down): -9.027 / -9.900 eV
* spin multiplicity: 1
* orbital gap (spin up / spin down): 8.1 / 7.4 eV

Atomic partial charges in e from the natural (NBO) method, atoms 1 to 2:
1 C 0.0780
2 C -0.3415

Which structure is most stable, and how do the rest compare? From most to least stable: three, one, two, four.